15
Properties=species:S:1:pos:R:3:forces:R:3 method="wB97M-V/def2-TZVPD" lumo_ev=0.689 smiles=CNCCSS relative_energy_kcal_mol=36.5 orbital_gap_ev=9.2
H -1.44473 -0.38994 -0.90698 0.23 0.53 -0.44
S -1.25458 1.29714 -3.51427 -1.24 -0.29 -0.88
H -0.49859 -1.33580 1.82846 1.91 1.47 -1.31
H 2.06387 -0.33999 2.27569 -0.97 -0.16 -0.36
H 1.91121 -1.99807 2.01272 -0.38 0.26 -1.62
C 1.62688 -1.04596 1.49378 1.12 2.06 0.85
S -0.94859 1.88663 -1.62394 0.27 -0.23 0.46
H 0.18530 -0.28826 -1.41718 1.22 -0.09 -0.60
H 2.17920 -0.61861 0.59563 -0.15 -1.68 0.76
H -1.10624 0.71975 1.25698 0.64 0.20 -1.15
N 0.22240 -0.87300 1.17421 -1.13 -0.02 0.80
C -0.21719 0.46075 0.61682 -1.09 -1.30 -0.40
H 0.42012 1.34865 0.52634 0.86 -0.53 1.40
C -0.55487 0.27476 -0.91641 -2.30 -0.51 2.62
H -2.58420 0.90194 -3.40184 1.00 0.30 -0.14